Entry 1:
C30H46BiCl2N3OP | ωB97M-V with the def2-TZVPD basis set

LUMO energy, eV: 2.4
Highest occupied orbital energy, eV: -1.9351

```
! RIJCOSX wB97M-V def2-TZVPD def2/J DEFGRID3
* xyz -1 1
P -0.35655 0.67638 -0.98080
C -2.00031 0.19196 -1.62729
C -2.45547 1.05369 -2.80058
C -3.89678 0.68227 -3.17422
C -4.04227 -0.81331 -3.47230
C -3.53203 -1.66387 -2.30733
C -2.08342 -1.29552 -1.95513
C 1.06262 0.05316 -1.92026
C 0.95652 0.47565 -3.37779
C 2.26572 0.13510 -4.10899
C 2.61296 -1.34903 -3.96934
C 2.67023 -1.77203 -2.49722
C 1.36139 -1.43885 -1.77460
C -0.26264 2.49807 -0.96741
C -1.40784 3.12992 -0.16805
C -1.39900 4.65672 -0.33330
C -0.04460 5.25355 0.06184
C 1.09959 4.59618 -0.71333
C 1.09555 3.06867 -0.53953
H -2.67961 0.38660 -0.77169
H -1.79409 0.89050 -3.66721
H -2.40724 2.12753 -2.56187
H -4.22090 1.27877 -4.03367
H -4.55256 0.94587 -2.33223
H -5.08751 -1.05449 -3.69135
H -3.46399 -1.05693 -4.37313
H -4.16281 -1.49510 -1.42287
H -3.59182 -2.72972 -2.55221
H -1.72466 -1.90664 -1.11601
H -1.43651 -1.51388 -2.81907
H 1.90376 0.58433 -1.44379
H 3.07544 0.73866 -3.67751
H 0.74275 1.55313 -3.47502
H 0.12279 -0.06032 -3.86259
H 2.18306 0.41365 -5.16489
H 3.56648 -1.56232 -4.46277
H 1.84822 -1.94664 -4.48290
H 2.87868 -2.84533 -2.40875
H 3.49195 -1.24015 -1.99401
H 1.44200 -1.69685 -0.71120
H 0.54191 -2.04298 -2.19128
H -0.40413 2.70913 -2.04021
H -2.38282 2.71829 -0.47215
H -1.29278 2.87343 0.89760
H -1.61220 4.90446 -1.38207
H -2.20299 5.09301 0.26925
H 0.11848 5.09300 1.13585
H -0.04330 6.33477 -0.10350
H 2.06539 4.99639 -0.38897
H 0.99493 4.82897 -1.78153
H 1.91252 2.63053 -1.13303
H 1.30009 2.80412 0.51152
Bi -0.17732 0.16391 1.57589
Cl 2.31134 0.20320 1.23499
Cl -2.72487 0.33334 1.72949
C -0.59770 -1.97079 1.15775
H -1.66877 -2.07334 0.98312
C 0.21916 -3.07518 1.22466
C 1.65615 -3.08883 1.27310
C 2.30456 -4.29997 1.27863
C 1.58904 -5.50936 1.25029
C 0.18391 -5.48255 1.20666
C -0.49884 -4.30355 1.18912
H 2.18717 -2.14352 1.29214
H 3.39375 -4.31885 1.30908
H -0.37563 -6.41524 1.18504
H -1.58020 -4.23977 1.14921
H 2.11829 -6.46289 1.26168
C 2.58014 1.95850 5.95119
N 1.66357 0.91399 5.49183
C 1.22723 -0.08255 6.32288
C 0.35459 -1.03425 5.86716
C -0.12973 -1.04843 4.57036
N 0.34048 -0.09952 3.75924
C 1.21795 0.97111 4.14852
O 1.55740 1.88189 3.42321
N -1.04043 -1.94614 4.18693
H 3.49869 1.92988 5.36702
H 2.82330 1.79081 6.99066
H 2.11887 2.94003 5.85027
H 1.59019 -0.06386 7.33366
H 0.00785 -1.77646 6.55944
H -1.32910 -2.64901 4.84182
H -1.59323 -1.89502 3.36388
*
```


Entry 2:
C30H46BrMnN3P2Se | ωB97M-V with the def2-TZVPD basis set

ΔE to the lowest compared entry with this formula, charge and spin, eV: 0.0000
LUMO energy (alpha / beta), eV: -6.5 / -8.2
Highest occupied orbital energy (alpha / beta), eV: -11.5343 / -11.5315

```
! RIJCOSX wB97M-V def2-TZVPD def2/J DEFGRID3
* xyz 2 6
C -1.00038 6.93650 -5.22411
C -1.27426 5.61945 -5.68296
C -1.35109 5.43974 -7.08455
C -1.17502 6.53160 -7.93415
N -0.94915 7.75495 -7.48756
C -0.81439 7.95272 -6.17525
C -1.48911 4.39566 -4.95750
C -1.29652 3.07780 -4.89752
C -1.14329 2.03642 -3.82448
C 0.08422 1.40482 -3.53646
C 0.14811 0.48616 -2.49936
C -0.93885 0.20630 -1.62993
C -2.17285 0.80508 -1.98203
C -2.30041 1.63583 -3.09513
Mn -3.17219 3.33697 -4.81629
P 2.79974 -0.87286 -1.26379
H -1.56752 4.47180 -7.52297
H -0.92518 7.23833 -4.18592
H -1.23044 6.41401 -9.02056
H -0.55614 8.97857 -5.90201
H -3.39220 1.91242 -3.39722
H 1.00071 1.72263 -4.08886
H -3.06254 0.57361 -1.38729
H 1.12759 0.02956 -2.25589
C 2.51073 -2.01147 0.14935
C 3.01027 -3.43800 -0.04994
H 1.41883 -2.00506 0.30508
H 2.94391 -1.53253 1.04270
H 2.85275 -4.02748 0.86274
H 2.47011 -3.93889 -0.86522
H 4.08314 -3.46090 -0.27602
C 3.21867 -1.85478 -2.75858
C 3.76236 -0.99547 -3.90690
H 2.28347 -2.34833 -3.08215
H 3.93248 -2.64492 -2.47312
H 3.60854 -1.50956 -4.86352
H 3.24433 -0.02553 -3.96338
H 4.84072 -0.81588 -3.80346
C 4.33027 0.03332 -0.85090
C 5.55932 -0.85302 -0.67195
H 4.10363 0.61740 0.05550
H 4.48970 0.76124 -1.66105
H 6.44054 -0.22919 -0.48282
H 5.45649 -1.53442 0.18074
H 5.77237 -1.44682 -1.57058
Br -0.75384 -0.78406 -0.03973
P -2.51230 -2.38038 -3.93264
C -0.70768 -2.62438 -3.62947
C -0.21309 -4.06289 -3.90494
H -0.51731 -2.32620 -2.58501
H -0.17585 -1.90425 -4.27227
H 0.88297 -4.09599 -3.98860
H -0.49114 -4.75656 -3.10018
H -0.62389 -4.45858 -4.84367
C -3.26995 -2.33494 -2.25931
C -4.52524 -3.22912 -2.18962
H -3.49090 -1.29935 -1.97925
H -2.51632 -2.68949 -1.53619
H -4.82772 -3.36584 -1.14878
H -5.37351 -2.79290 -2.72927
H -4.33613 -4.22645 -2.60342
C -2.72390 -0.90752 -4.95814
C -2.97140 -1.35782 -6.41178
H -1.83240 -0.27796 -4.85730
H -3.57514 -0.32995 -4.57422
H -3.28186 -0.53251 -7.05494
H -2.06803 -1.80505 -6.84215
H -3.75880 -2.12239 -6.43824
C -1.58856 1.36105 2.40459
N -0.36550 0.85321 2.97638
C -0.29363 0.00936 4.07137
C 1.03475 -0.20668 4.30433
N 1.72939 0.51643 3.36577
C 3.17288 0.60710 3.25637
C 0.88160 1.16138 2.49992
Se 1.35934 2.10130 1.02356
H -1.31221 2.17241 1.71929
H -2.23443 1.74053 3.19997
H -2.11705 0.59009 1.84019
H -1.16989 -0.32817 4.57252
H 1.53010 -0.78684 5.06364
H 3.60438 0.93350 4.21042
H 3.61657 -0.35263 2.96357
H 3.39211 1.35312 2.48326
*
```


Per-record total energy, Eh: -2886.68593; -8143.36105
Per-record molecular weight, g mol⁻¹: 775.6; 724.5
Per-record largest force on an atom, eV/A: 3.0; 3.7